No. 1
52
Properties=species:S:1:pos:R:3 method="wB97M-V/def2-TZVPD" multiplicity=7 total_charge=+1 homo_lumo_gap_ev="7.36 / 5.42" e_homo_ha="-0.386 / -0.351" energy_ha=-2037.09266
C 0.5200 1.6715 0.3999
C 0.8580 1.6858 -0.9950
C -0.2289 2.3358 -1.7005
H 1.6688 1.1192 -1.4783
C -1.1943 2.7836 -0.7160
C -0.7142 2.3768 0.5768
H -1.1836 2.6336 1.5475
H 1.1660 1.2943 1.2118
H -0.3385 2.4770 -2.7981
H -2.0763 3.4187 -0.9301
Eu -0.8987 -0.1184 -1.3424
C 0.5662 -4.4280 -3.7426
H 0.6389 -0.3889 -2.6901
H 0.5473 -5.5185 -3.9877
H 0.7581 -4.3157 -2.6886
Si 0.5695 0.4291 -4.1040
C 1.5083 -0.5308 -5.5071
C 2.6164 0.2891 -5.8220
H 2.6902 1.2992 -5.3723
C 3.5909 -0.1097 -6.7527
H 4.3644 0.6119 -7.0061
C 3.5346 -1.3650 -7.3787
H 4.3455 -1.6689 -8.0645
C 2.4541 -2.2088 -7.0640
H 2.4315 -3.1851 -7.5690
C 1.4204 -1.7835 -6.2105
H 0.5204 -2.4091 -6.1696
C -1.0693 0.7306 -4.9133
C -1.0042 0.8105 -6.3557
H -0.0467 0.6191 -6.8682
C -2.1397 1.1647 -7.1208
H -2.0269 1.2719 -8.2007
C -3.3829 1.3800 -6.5069
H -4.2519 1.6587 -7.1074
C -3.4709 1.2875 -5.1101
H -4.4218 1.4968 -4.6129
C -2.3375 0.9292 -4.3306
H -2.4482 0.8289 -3.2276
H 1.4444 -3.9646 -4.3180
H -0.3080 -4.0175 -4.1625
C -2.7836 -2.4353 3.5940
O -1.4403 -2.4077 3.0497
C -1.1906 -1.8152 1.8675
O -1.9870 -1.2477 1.0966
N 0.1278 -2.0640 1.5694
N 0.5950 -1.3307 0.4084
H -2.6864 -2.9008 4.5793
H -3.4254 -3.0437 2.9505
H -3.1754 -1.4183 3.6872
H 0.7377 -2.1949 2.3966
H 1.4160 -0.7911 0.7048
H 0.9535 -2.0467 -0.2201

No. 2
167
Properties=species:S:1:pos:R:3 method="wB97M-V/def2-TZVPD" multiplicity=1 smiles=COCCOCCOC.COCCOCCOC.COCCOCCOC.COCCOCCOC.COCCOCCOC.COCCOCCOC.COCCOCCOC.CO homo_lumo_gap_ev=9.60 e_homo_ha=-0.332 energy_ha=-3354.33043
C 3.9205 8.0251 1.1612
O 3.6230 7.4499 2.4080
C 2.5175 8.0980 3.0381
C 2.0558 7.1232 4.0760
O 1.4245 6.0019 3.4767
C 0.6317 5.2729 4.3992
C -0.1665 4.2648 3.6707
O -1.0980 4.9521 2.7916
C -1.9608 3.9961 2.1383
H 3.0552 7.8973 0.5243
H 4.7351 7.4776 0.7200
H 4.2708 9.0586 1.2794
H 1.6546 8.2221 2.3365
H 2.7296 9.1095 3.4856
H 1.3497 7.6061 4.7454
H 2.9502 6.7945 4.6321
H -0.0794 6.0028 4.7560
H 1.1901 4.8604 5.2431
H -0.7696 3.7059 4.4096
H 0.5006 3.5806 3.1158
H -2.6397 3.6439 2.8616
H -1.4050 3.1906 1.6730
H -2.4686 4.5573 1.3636
C 0.7985 5.7443 -3.2931
O -0.5619 5.4020 -3.5540
C -0.6067 4.3835 -4.6394
C -1.9806 3.8170 -4.8887
O -2.2477 2.7314 -3.9900
C -2.5953 1.6084 -4.6839
C -2.7640 0.4569 -3.6666
O -1.4841 0.2346 -3.1250
C -1.2554 -1.0784 -2.5567
H 1.3594 4.8881 -2.8713
H 0.8631 6.4727 -2.4858
H 1.2959 6.0994 -4.2010
H -0.0302 3.4960 -4.3723
H -0.0736 4.7435 -5.5415
H -2.0175 3.5537 -5.9539
H -2.6593 4.6391 -4.6976
H -1.7436 1.2686 -5.3704
H -3.4997 1.6907 -5.2950
H -3.1649 -0.4882 -4.0495
H -3.4939 0.8106 -2.9124
H -1.2607 -1.7940 -3.3473
H -2.0016 -1.3713 -1.8370
H -0.3214 -1.0150 -2.0268
C 3.8767 3.8114 1.9853
O 2.6181 3.3971 1.4588
C 1.9942 4.4251 0.6323
C 0.9474 3.7351 -0.1407
O 1.5943 3.0536 -1.2150
C 0.7209 2.0625 -1.7747
C 1.3959 1.2908 -2.9082
O 2.4447 0.4338 -2.3831
C 3.0164 -0.3324 -3.4172
H 3.8467 4.7999 2.3454
H 4.6395 3.7614 1.1590
H 4.1708 3.0389 2.7305
H 2.6900 4.8996 -0.0964
H 1.5694 5.1335 1.3308
H 0.2469 4.4524 -0.5496
H 0.4247 3.1166 0.5736
H -0.1335 2.6046 -2.2168
H 0.3976 1.4417 -0.9414
H 1.7901 1.9313 -3.6952
H 0.6127 0.7485 -3.4205
H 3.1649 0.3197 -4.2557
H 2.4264 -1.1757 -3.8253
H 3.9899 -0.7435 -3.0810
C -0.3817 -3.8121 -1.1935
O 0.5844 -4.6278 -1.8243
C 1.1232 -4.0755 -3.0060
C 2.2597 -4.9503 -3.5414
O 1.9720 -6.2556 -3.8225
C 0.8358 -6.4970 -4.7006
C 0.5328 -7.9930 -4.7305
O 1.3792 -8.7390 -5.5363
C 2.3874 -9.4250 -4.7815
H -0.8172 -4.4580 -0.4661
H -1.2052 -3.5521 -1.8935
H 0.0086 -2.8730 -0.8461
H 1.4339 -2.9822 -2.8347
H 0.2777 -4.0770 -3.7338
H 3.0524 -4.9100 -2.7087
H 2.6849 -4.4578 -4.4596
H 1.1018 -6.2030 -5.7600
H -0.0602 -6.0026 -4.2986
H -0.4608 -8.0261 -5.1571
H 0.3515 -8.4259 -3.7153
H 3.0466 -8.8503 -4.0871
H 3.0487 -9.9868 -5.4356
H 1.8830 -10.1375 -4.1385
C 5.6518 -0.9670 2.3522
O 4.6125 -1.7896 1.7251
C 5.0104 -2.2429 0.4337
C 4.0548 -3.4162 0.1215
O 4.4238 -4.4070 1.0143
C 3.4814 -5.4181 1.1823
C 2.1499 -5.0064 1.7474
O 2.0896 -4.9841 3.1173
C 2.8726 -3.9671 3.6589
H 6.5538 -1.5709 2.4317
H 5.3094 -0.6178 3.3246
H 5.8932 -0.0925 1.7157
H 6.0847 -2.5028 0.3659
H 4.9233 -1.4274 -0.2792
H 4.0788 -3.7964 -0.9147
H 3.0419 -3.0902 0.3586
H 3.9568 -6.2324 1.7799
H 3.2263 -5.9120 0.1811
H 1.4854 -5.7880 1.3490
H 1.8103 -4.0600 1.3246
H 3.8959 -4.0938 3.4955
H 2.7863 -4.0425 4.7375
H 2.6107 -2.9363 3.3798
C -0.3324 -1.3539 3.9391
O -1.4177 -2.1086 3.4175
C -0.9543 -3.2054 2.6743
C -2.1900 -3.9177 2.1374
O -2.7165 -3.1818 1.1127
C -3.9525 -3.6275 0.6260
C -4.4134 -2.8464 -0.5557
O -3.5277 -3.1830 -1.6777
C -4.2365 -2.9253 -2.8831
H 0.4850 -2.0093 4.2061
H -0.6025 -0.8986 4.8701
H 0.1143 -0.6124 3.2677
H -0.3069 -3.8713 3.2419
H -0.4603 -2.8392 1.7814
H -2.9320 -3.9752 2.9631
H -1.8288 -4.9550 1.8384
H -4.7958 -3.5532 1.3265
H -3.7579 -4.6319 0.2632
H -4.4333 -1.7702 -0.3109
H -5.4423 -3.1411 -0.8163
H -3.5008 -2.9540 -3.6818
H -4.7955 -1.9524 -2.8608
H -4.9918 -3.6605 -3.1764
C -2.0003 0.1631 0.8721
O -3.3952 -0.0061 0.8156
C -3.9504 -0.4268 2.0211
C -5.4709 -0.4755 1.9906
O -5.9843 0.6055 2.6360
C -5.6390 1.8267 2.0956
C -6.0900 2.9290 3.0739
O -5.1974 2.8831 4.2257
C -5.7196 3.8109 5.1656
H -1.6695 0.9384 0.1728
H -1.5459 -0.7238 0.4529
H -1.5861 0.4152 1.8633
H -3.6876 0.3636 2.7945
H -3.5102 -1.3472 2.4219
H -5.9593 -1.3226 2.4365
H -5.7987 -0.4529 0.9092
H -6.1006 1.9229 1.1080
H -4.5809 1.9483 1.9321
H -7.0904 2.7368 3.4033
H -6.1401 3.8985 2.6096
H -5.9614 4.7766 4.6390
H -5.0275 3.9894 5.9782
H -6.6590 3.4235 5.6389
C 1.6847 -0.0770 0.8936
O 0.9897 1.0365 1.4547
H 2.0310 0.1684 -0.1277
H 2.4966 -0.4776 1.5064
H 0.8962 -0.8271 0.7267
H 1.5924 1.7625 1.4138

No. 3
43
Properties=species:S:1:pos:R:3 method="wB97M-V/def2-TZVPD" multiplicity=1 de_lowest_ev=0.467 total_charge=+1 smiles=c1ccc([C@H](N2CCCCC2)[NH+]2CCCC2)cc1 homo_lumo_gap_ev=9.61 e_homo_ha=-0.450 energy_ha=-733.92333
C 3.8345 -1.2641 1.3457
C 2.8544 -2.0694 0.7360
C 1.6378 -1.4860 0.3480
C 1.4555 -0.1234 0.5779
C 0.1520 0.5408 0.1982
N -0.9667 -0.0402 0.8437
C -2.2287 0.7169 0.9860
C -3.3941 -0.2399 0.7226
C -3.3458 -1.5334 1.5533
C -1.9281 -2.0871 1.7464
C -0.8943 -0.9812 2.0083
N 0.3191 0.4656 -1.3942
C -0.8390 1.0243 -2.1741
C -0.2447 1.9156 -3.2670
C 1.2526 2.0127 -3.0475
C 1.5804 1.1888 -1.8084
C 2.4190 0.6785 1.1811
C 3.6150 0.0910 1.5938
H 4.7751 -1.7363 1.6765
H 3.0265 -3.1258 0.5150
H 0.8697 -2.0706 -0.1841
H 0.1268 1.6501 0.3530
H -2.2417 1.5616 0.2777
H -2.3670 1.1377 1.9980
H -3.3880 -0.4881 -0.3507
H -4.3385 0.2759 0.9312
H -3.7920 -1.3277 2.5351
H -3.9749 -2.2953 1.0704
H -1.9667 -2.8256 2.5558
H -1.6110 -2.6374 0.8500
H 0.0896 -1.4311 2.1915
H -1.1952 -0.4985 2.9572
H 0.4699 -0.5042 -1.7956
H -1.3811 1.5684 -1.4081
H -1.4568 0.1917 -2.5400
H -0.6976 2.9110 -3.1737
H -0.4348 1.4484 -4.2390
H 1.7916 1.5933 -3.9037
H 1.5480 3.0506 -2.8513
H 2.3977 0.4724 -1.9490
H 1.8093 1.8003 -0.9474
H 2.2823 1.7601 1.2157
H 4.3801 0.7102 2.0658

No. 4
17
Properties=species:S:1:pos:R:3 method="wB97M-V/def2-TZVPD" multiplicity=2 de_lowest_ev=0.287 total_charge=+1 homo_lumo_gap_ev="10.91 / 7.98" e_homo_ha="-0.536 / -0.562" energy_ha=-288.70468
C 0.0967 -1.5766 -0.4049
C -0.5292 -0.2372 -0.6176
C -1.0418 0.4977 0.4421
N -0.8349 0.1976 1.7380
C -0.5906 0.2835 -2.0071
H -0.6235 -2.2456 0.0828
H 0.3522 -2.0344 -1.3532
H 0.9585 -1.5253 0.2655
H -1.6185 1.4005 0.2786
H -1.5802 0.4809 2.3539
H -0.5388 -0.7534 1.9230
H -1.2543 -0.3628 -2.5879
H -1.0269 1.2800 -2.0438
H 0.3960 0.2525 -2.4670
H 1.3977 0.9075 0.5520
H 2.7718 1.3950 0.2555
O 2.3144 0.7021 0.7261